Entry from the OMol25 dataset: C17H19NO2 in the gas phase (wB97M-V/def2-TZVPD).

Geometry as XYZ:
```
39
C17H19NO2, DFT wB97M-V/def2-TZVPD
C -0.377 -0.754 -1.853
C -1.775 -0.135 -1.916
C -2.572 -0.470 -0.689
C -3.622 -1.378 -0.775
C -4.331 -1.784 0.339
C -3.990 -1.291 1.586
C -2.959 -0.379 1.696
C -2.261 0.048 0.571
N -1.219 0.984 0.778
C -1.076 2.189 0.184
O -1.810 2.629 -0.674
C 0.142 2.959 0.691
C 1.439 2.282 0.245
O 1.567 1.066 0.955
C 2.532 0.176 0.576
C 3.523 0.433 -0.363
C 4.450 -0.550 -0.668
C 4.404 -1.784 -0.048
C 3.416 -2.039 0.892
C 2.486 -1.069 1.202
H 0.174 -0.394 -0.989
H -0.446 -1.838 -1.780
H 0.186 -0.505 -2.750
H -2.295 -0.520 -2.795
H -1.699 0.948 -2.022
H -3.879 -1.782 -1.744
H -5.141 -2.492 0.237
H -4.527 -1.609 2.467
H -2.689 0.020 2.664
H -0.588 0.775 1.540
H 0.104 3.965 0.274
H 0.124 3.020 1.780
H 2.294 2.937 0.461
H 1.402 2.091 -0.836
H 3.587 1.390 -0.857
H 5.217 -0.340 -1.399
H 5.130 -2.544 -0.292
H 3.369 -2.999 1.383
H 1.710 -1.254 1.929
```

Values from the calculation:
LUMO energy   0.71 eV
SMILES   CCc1ccccc1NC(=O)CCOc1ccccc1
HOMO   -8.69 eV
Energy relative to the best compared isomer or geometry (same formula, charge and spin)   115.7 kJ/mol
Total energy   -864.45435 hartree

Entry from the OMol25 dataset: C4H4N2S in the gas phase (wB97M-V/def2-TZVPD).

Geometry as XYZ:
```
11
C4H4N2S, DFT wB97M-V/def2-TZVPD
S 2.738 -0.216 0.005
C 0.942 -0.139 -0.001
C 0.259 1.072 0.002
N -1.067 1.099 0.005
C -1.686 -0.093 0.002
C -0.991 -1.248 0.004
N 0.338 -1.313 -0.011
H 2.941 1.075 -0.024
H 0.790 2.043 0.001
H -2.788 -0.058 -0.022
H -1.475 -2.221 0.039
```

Values from the calculation:
LUMO energy   0.30 eV
SMILES   Sc1cnccn1
HOMO   -9.14 eV
Energy relative to the best compared isomer or geometry (same formula, charge and spin)   47.1 kJ/mol
Total energy   -662.50770 hartree

Entry from the OMol25 dataset: C2H3N5O in the gas phase (wB97M-V/def2-TZVPD).

Geometry as XYZ:
```
11
C2H3N5O, DFT wB97M-V/def2-TZVPD
N 2.658 0.231 0.167
N 1.676 -0.602 -0.071
C 0.515 -0.175 -0.027
C -0.080 1.213 -0.311
N -1.371 1.266 -0.095
O -1.989 0.190 0.474
N -1.558 -1.163 0.000
N -0.396 -1.256 -0.324
H 3.462 -0.209 0.749
H 2.286 1.164 0.516
H 0.485 1.971 -0.766
```

Values from the calculation:
LUMO energy   -0.30 eV
SMILES   N/N=c1\cnonn1
HOMO   -9.32 eV
Energy relative to the best compared isomer or geometry (same formula, charge and spin)   605.7 kJ/mol
Total energy   -426.82693 hartree

Entry from the OMol25 dataset: a molecular structure, C27H21Cl3FeN5OS8 (wB97M-V/def2-TZVPD).

Geometry as XYZ:
```
66
C27H21Cl3FeN5OS8, DFT wB97M-V/def2-TZVPD
Fe -0.605 2.500 -1.640
C -4.057 6.859 -1.608
S -4.225 5.313 -2.517
C -2.801 4.440 -2.022
S -2.551 2.934 -2.787
N -2.029 5.006 -1.126
N -0.956 4.212 -0.836
C -0.038 4.689 -0.072
C 1.116 3.818 0.143
C 2.215 4.190 0.909
C 3.284 3.315 1.009
C 3.224 2.102 0.337
C 2.093 1.807 -0.409
N 1.056 2.632 -0.501
H -4.935 7.448 -1.868
H -3.156 7.384 -1.915
H -4.032 6.681 -0.537
H -0.079 5.695 0.330
H 2.222 5.150 1.404
H 4.154 3.578 1.595
H 4.038 1.394 0.377
H 2.000 0.881 -0.963
S 1.829 0.247 -8.048
C 1.334 0.753 -6.579
S 0.683 -0.310 -5.370
C 0.403 0.873 -4.124
C 0.753 2.188 -4.452
S 0.608 3.492 -3.405
S 1.398 2.406 -6.059
S -0.230 0.435 -2.626
Cl 0.503 -6.948 5.281
C 0.235 -5.597 4.227
C 1.034 -4.471 4.337
C 0.814 -3.407 3.480
C -0.185 -3.445 2.514
C -0.392 -2.264 1.593
C -1.312 -1.231 2.241
N -1.709 -0.223 1.282
C -2.913 -0.156 0.622
C -2.808 0.878 -0.253
N -1.559 1.445 -0.143
C -0.930 0.753 0.783
O 0.829 -1.609 1.287
C 1.432 -2.079 0.078
C 1.713 -3.551 0.106
C 2.682 -4.142 0.862
Cl 3.840 -3.337 1.840
S 2.674 -5.847 0.750
C 1.365 -5.802 -0.351
C 0.963 -4.530 -0.607
C -0.980 -4.583 2.450
Cl -2.288 -4.680 1.303
C -0.781 -5.667 3.290
H 1.823 -4.438 5.074
H 1.451 -2.535 3.530
H -0.872 -2.609 0.670
H -0.800 -0.764 3.084
H -2.214 -1.716 2.614
H -3.716 -0.836 0.840
H -3.530 1.257 -0.953
H 0.074 0.917 1.127
H 2.357 -1.512 -0.028
H 0.776 -1.840 -0.767
H 0.963 -6.719 -0.746
H 0.151 -4.279 -1.273
H -1.405 -6.544 3.212
```

Values from the calculation:
LUMO energy (alpha / beta)   -0.67 / -1.53 eV
Expectation value of S²   0.7754
HOMO (alpha / beta)   -6.97 / -7.62 eV
Energy relative to the best compared isomer or geometry (same formula, charge and spin)   0.0 kJ/mol
Total energy   -7220.36185 hartree
Multiplicity   2

Entry from the OMol25 dataset: 2 unconnected molecules or ions with the total composition CHN3O3 (wB97M-V/def2-TZVPD).

Geometry as XYZ:
```
8
CHN3O3, DFT wB97M-V/def2-TZVPD
O -2.605 0.206 1.184
N -1.624 0.838 0.946
C -0.729 1.205 0.259
O 0.098 2.017 -0.335
H 0.837 1.551 -0.753
N 0.961 -0.919 -0.188
N 1.347 -1.910 -0.422
O 1.714 -2.989 -0.690
```

Values from the calculation:
LUMO energy   0.23 eV
SMILES   [O-][N+]#CO.N#[N+][O-]
HOMO   -8.91 eV
Energy relative to the best compared isomer or geometry (same formula, charge and spin)   189.7 kJ/mol
Total energy   -428.49223 hartree

Entry from the OMol25 dataset: a molecular structure, C3H3N3 (wB97M-V/def2-TZVPD).

Geometry as XYZ:
```
9
C3H3N3, DFT wB97M-V/def2-TZVPD
C -0.105 0.121 -0.076
C -1.367 0.322 -0.547
C 0.572 -0.099 1.235
N -1.524 0.378 -1.909
N -0.382 0.022 -2.238
N 0.524 -0.113 -1.236
H 0.943 -1.088 1.232
H 1.397 0.635 1.346
H -0.057 -0.177 2.192
```

Values from the calculation:
LUMO energy (alpha / beta)   0.84 / -3.04 eV
Expectation value of S²   2.0139
HOMO (alpha / beta)   -10.44 / -10.43 eV
Energy relative to the best compared isomer or geometry (same formula, charge and spin)   160.4 kJ/mol
Total energy   -280.16060 hartree
Multiplicity   3

Entry from the OMol25 dataset: 2 unconnected molecules or ions with the total composition C3H10N2O2 (wB97M-V/def2-TZVPD).

Geometry as XYZ:
```
17
C3H10N2O2, DFT wB97M-V/def2-TZVPD
C 1.057 -1.733 0.916
N 0.187 -0.722 0.431
C -0.528 -0.913 -0.769
O -1.100 -1.955 -1.088
C -0.387 0.283 -1.764
N 0.205 1.554 -1.373
H 1.678 -1.341 1.666
H 0.429 -2.650 1.163
H 1.611 -1.994 -0.095
H 0.095 0.162 0.903
H -1.360 0.477 -2.020
H 0.285 -0.154 -2.479
H 1.179 1.496 -1.210
H 0.178 2.202 -2.128
O -1.449 1.643 2.301
H -1.055 1.187 3.104
H -1.024 2.459 2.442
```

Values from the calculation:
LUMO energy   0.56 eV
SMILES   CNC(=O)CN.O
HOMO   -8.93 eV
Energy relative to the best compared isomer or geometry (same formula, charge and spin)   222.9 kJ/mol
Total energy   -380.25178 hartree

Entry from the OMol25 dataset: a molecular structure, C40H37I2N2OSb2V (wB97M-V/def2-TZVPD).

Geometry as XYZ:
```
85
C40H37I2N2OSb2V, DFT wB97M-V/def2-TZVPD
V 0.465 0.716 0.480
I 5.066 1.518 6.394
C 3.590 1.126 4.987
C 2.252 1.271 5.329
C 1.275 1.010 4.382
I -0.742 1.258 4.847
C 1.629 0.596 3.103
O 0.636 0.331 2.207
C 2.967 0.464 2.754
C 3.344 0.022 1.372
N 2.642 0.831 0.325
C 3.081 2.246 0.352
C 1.989 3.190 -0.068
C 2.276 4.490 -0.448
C 1.237 5.353 -0.747
C -0.071 4.893 -0.666
C -0.287 3.587 -0.292
N 0.721 2.740 0.006
C 3.944 0.734 3.703
H 1.970 1.589 6.323
H 4.424 0.111 1.239
H 3.071 -1.022 1.209
H 2.914 0.434 -0.571
H 3.356 2.489 1.382
H 3.970 2.396 -0.262
H 3.305 4.817 -0.501
H 1.443 6.372 -1.044
H -0.912 5.531 -0.894
H -1.292 3.195 -0.230
H 4.989 0.633 3.437
C -1.268 -2.990 0.770
C -2.664 -2.610 0.267
C -3.210 -1.306 0.846
Sb -2.261 0.499 0.230
C -2.225 0.523 -1.893
C -0.977 0.728 -2.483
C -0.845 0.920 -3.852
C -1.977 0.902 -4.651
C -3.226 0.677 -4.084
C -3.352 0.497 -2.715
C -3.711 1.916 0.770
C -5.011 1.844 0.277
C -5.948 2.786 0.675
C -5.593 3.788 1.567
C -4.304 3.852 2.073
C -3.359 2.914 1.677
Sb 0.349 -2.055 -0.260
C 2.023 -3.141 0.432
C 2.085 -3.535 1.768
C 3.228 -4.158 2.252
C 4.308 -4.378 1.409
C 4.246 -3.989 0.078
C 3.105 -3.369 -0.414
C 0.133 -2.800 -2.219
C -0.634 -3.938 -2.452
C -0.720 -4.465 -3.732
C -0.036 -3.866 -4.780
C 0.734 -2.735 -4.553
C 0.814 -2.200 -3.276
H -1.072 -4.058 0.669
H -1.164 -2.748 1.830
H -3.353 -3.403 0.569
H -2.694 -2.586 -0.827
H -3.125 -1.289 1.935
H -4.267 -1.179 0.611
H -0.043 0.659 -1.899
H 0.131 1.073 -4.294
H -1.885 1.052 -5.718
H -4.107 0.651 -4.711
H -4.336 0.339 -2.295
H -5.309 1.059 -0.407
H -6.958 2.733 0.292
H -6.330 4.517 1.877
H -4.036 4.623 2.783
H -2.358 2.953 2.095
H 1.248 -3.365 2.437
H 3.270 -4.476 3.285
H 5.196 -4.866 1.789
H 5.083 -4.181 -0.580
H 3.058 -3.102 -1.464
H -1.165 -4.427 -1.643
H -1.318 -5.350 -3.908
H -0.099 -4.286 -5.775
H 1.271 -2.271 -5.370
H 1.411 -1.308 -3.113
```

Values from the calculation:
LUMO energy (alpha / beta)   -6.28 / -5.67 eV
Expectation value of S²   2.0318
HOMO (alpha / beta)   -12.90 / -12.89 eV
Energy relative to the best compared isomer or geometry (same formula, charge and spin)   31.7 kJ/mol
Charge   +2
Total energy   -3750.60306 hartree
Multiplicity   3